# C4H11OS2

2 unconnected molecules or ions with the total composition C4H11OS2 at a distorted geometry (ωB97M-V with the def2-TZVPD basis set, the OMol25 dataset).

Geometry (Å):
C -0.94893 -1.09975 -2.22286
O -2.29688 -0.66860 -2.08878
C -0.57809 -2.03870 -1.07443
H -0.28215 -0.22756 -2.23670
H -0.88207 -1.62303 -3.17884
H 0.41989 -2.46255 -1.17386
H -1.31746 -2.84384 -1.05708
H -0.66072 -1.47708 -0.14280
C 1.46742 0.74196 2.26534
C 1.23435 2.04758 1.58381
S 0.42374 1.75432 -0.09404
S -1.47269 1.32494 0.36711
H 2.01910 0.07449 1.60067
H 0.53490 0.19322 2.44743
H 2.02813 0.85745 3.19529
H 2.16413 2.56380 1.33238
H 0.52113 2.72066 2.06059
H -2.37380 0.16268 -1.58321

Computed properties:
<S²>: 0.755
Energy above the lowest of the compared OMol25 structures with the same formula, charge and spin: 0.0 kcal/mol
Spin multiplicity: 2

How positive or negative is each atom? The Mulliken charges in e answer that: number 1, C, carries -0.26; number 2, O, carries -0.49; number 3, C, carries -0.62; number 4, H, carries 0.16; number 5, H, carries 0.29; number 6, H, carries 0.30; number 7, H, carries 0.27; number 8, H, carries 0.07; number 9, C, carries -0.96; number 10, C, carries -0.44; number 11, S, carries 0.06; number 12, S, carries -0.23; number 13, H, carries 0.30; number 14, H, carries 0.28; number 15, H, carries 0.32; number 16, H, carries 0.34; number 17, H, carries 0.34; number 18, H, carries 0.28